Record 1
3 unconnected molecules or ions with the total composition C24H55N6O2P3 in a non-equilibrium geometry. Source: the Open Molecules 2025 dataset; level of theory: ωB97M-V/def2-TZVPD.

CARTESIAN COORDINATES (ANGSTROEM)
C  1.117985  -3.964018  -3.257691
C  0.434344  -3.336927  -4.482472
C  0.315449  -4.453081  -5.562279
C  1.087376  -2.013437  -5.014272
C  2.364162  -1.548121  -4.292040
P  2.027661  -0.448453  -2.823608
C  2.858711  -1.321989  -1.414625
C  2.628820  -0.676503  -0.068235
C  1.424835  -0.110679  0.331750
C  1.293362  0.425083  1.607965
C  2.347741  0.393035  2.503580
C  3.569158  -0.148664  2.118243
C  3.686688  -0.675550  0.842764
H  0.713140  -4.975679  -3.149840
H  0.820080  -3.437370  -2.349910
H  2.195434  -4.086428  -3.354882
H  -0.586346  -3.099629  -4.174609
H  0.020638  -4.024838  -6.521663
H  1.259490  -4.998429  -5.610828
H  -0.476560  -5.143817  -5.266422
H  1.340729  -2.152985  -6.069237
H  0.338248  -1.222610  -4.952514
H  3.061313  -2.342603  -4.029553
H  2.902892  -0.908410  -4.998698
H  2.732729  0.756607  -3.066645
H  3.919680  -1.483491  -1.613562
H  2.395626  -2.311363  -1.383595
H  0.581658  -0.086205  -0.347790
H  0.335113  0.838497  1.897394
H  2.243928  0.783861  3.509293
H  4.392522  -0.184278  2.819250
H  4.633858  -1.108509  0.537792
O  -2.250010  -0.514975  -5.215201
P  -3.091437  0.447390  -6.047041
N  -4.466218  0.414259  -4.986044
C  -5.811989  -0.080953  -5.160004
C  -4.316256  1.213675  -3.781477
N  -3.173915  -0.650213  -7.381734
C  -4.401980  -1.079219  -8.019843
C  -2.243347  -1.773245  -7.325987
N  -3.798940  1.653951  -7.141021
C  -2.835634  2.774405  -7.298018
C  -5.136583  2.212069  -7.075435
H  -6.554569  0.729642  -5.133365
H  -6.074228  -0.770681  -4.348308
H  -5.951485  -0.621104  -6.090389
H  -4.308826  2.293239  -4.008252
H  -3.378219  0.974212  -3.272837
H  -5.122489  1.026074  -3.073287
H  -4.950406  -1.801736  -7.403511
H  -4.181815  -1.570640  -8.970700
H  -5.057306  -0.245559  -8.266808
H  -2.564757  -2.515874  -6.584988
H  -1.231401  -1.459027  -7.090964
H  -2.174253  -2.259337  -8.303456
H  -2.714870  3.335664  -6.365647
H  -3.147551  3.468830  -8.078570
H  -1.853681  2.383736  -7.586044
H  -5.360116  2.723717  -6.131893
H  -5.896150  1.460256  -7.275934
H  -5.245242  2.949296  -7.873861
O  -0.171226  1.144134  9.476393
P  1.102158  1.586139  8.809213
N  1.829466  0.030638  8.598532
C  3.081343  -0.518531  9.065298
C  1.182773  -0.810171  7.604141
N  1.736592  2.523265  10.096589
C  3.107755  2.461704  10.564286
C  0.861667  2.704623  11.256634
N  2.165214  2.418907  7.681579
C  1.327745  3.169141  6.709922
C  3.292276  1.844774  6.974152
H  3.768392  -0.738932  8.235372
H  2.912387  -1.466711  9.590169
H  3.602929  0.136420  9.755846
H  1.330733  -0.420779  6.583260
H  0.106348  -0.865269  7.785931
H  1.566150  -1.829394  7.632100
H  3.300201  1.553554  11.147435
H  3.322455  3.312489  11.214879
H  3.829090  2.526274  9.749410
H  0.804075  1.798104  11.869950
H  -0.139875  2.990127  10.952967
H  1.236592  3.522838  11.876193
H  0.762140  2.493048  6.058998
H  1.929127  3.826841  6.081893
H  0.610346  3.800501  7.244360
H  3.021867  0.993906  6.336815
H  4.095681  1.562061  7.652098
H  3.738807  2.599426  6.323141

Cartesian forces (eV/Å) of the 3 atoms listed first:
-0.84 -0.29 -0.09
0.13 -0.32 -0.25
-0.18 0.84 0.54

Values from the calculation:
Structure (SMILES) ... CN(C)P(=O)(N(C)C)N(C)C.CN(C)P(=O)(N(C)C)N(C)C.CC(C)CCPCc1ccccc1
HOMO level ... -8.01 eV
Largest force on an atom ... 8.0 eV/Å
Orbital gap ... 7.42 eV
Energy ... -66677.4378 eV
Charge ... 0

---

Record 2
A molecular structure, C19H38N3NiO8 in a non-equilibrium geometry. Source: the Open Molecules 2025 dataset; level of theory: ωB97M-V/def2-TZVPD.

CARTESIAN COORDINATES (ANGSTROEM)
Ni  -4.368594  -3.120488  2.221323
C  -2.214888  -3.346303  0.931411
O  -1.103569  -2.731705  0.957735
O  -3.356000  -3.072578  0.425989
O  -2.426223  -3.858221  2.103519
N  -3.626523  -4.453305  4.960416
O  -4.506882  -4.108300  4.117225
O  -2.684460  -3.719156  5.243143
O  -3.754964  -5.599205  5.464737
C  1.012680  0.514894  -3.475853
C  -0.427542  0.042145  -3.811072
C  -0.751283  -0.734494  -2.542705
C  -2.243163  -0.936010  -2.464623
C  -3.074672  0.349353  -2.486139
C  -2.789366  1.157230  -3.808206
N  -1.313946  1.222075  -3.961423
O  -0.924692  1.924249  -5.126714
C  -3.575847  0.567422  -4.986297
C  -3.157124  2.636798  -3.623814
C  -0.427176  -0.830818  -5.127496
H  1.417218  0.893618  -4.428832
H  1.677177  -0.354456  -3.488713
H  1.198512  1.173622  -2.634692
H  -0.343163  -1.745495  -2.506928
H  -0.472606  -0.236900  -1.615930
H  -2.433398  -1.497249  -1.543681
H  -2.686542  -1.609238  -3.205777
H  -2.855569  1.009337  -1.640700
H  -4.141916  0.174313  -2.338488
H  -3.850550  -0.478296  -4.798138
H  -4.554510  1.025643  -5.119029
H  -2.947848  0.434783  -5.867692
H  -3.588590  3.152893  -4.480425
H  -3.859731  2.727230  -2.787495
H  -2.330844  3.238829  -3.244699
H  -1.215058  -1.576020  -5.050271
H  0.598881  -1.184307  -5.253126
H  -0.529859  -0.250634  -6.044497
H  -0.254348  2.510889  -4.760991
C  1.147911  2.144006  2.091944
C  1.705901  0.719143  1.894956
C  3.035376  0.567796  1.096903
C  4.332796  0.951795  1.767365
C  4.379745  0.161065  3.100154
C  3.101230  0.326775  3.976347
N  1.887836  -0.003807  3.200040
O  0.745293  0.003703  4.021608
C  3.282395  -0.615053  5.166394
C  3.073576  1.756305  4.478594
C  0.663635  -0.018778  1.040391
H  0.398056  2.159228  2.882021
H  0.608968  2.490889  1.212110
H  2.048089  2.714893  2.318321
H  3.082549  -0.472836  0.768670
H  2.863471  1.081644  0.145295
H  4.441850  2.017811  1.988381
H  5.161969  0.749432  1.087099
H  5.234865  0.436805  3.719697
H  4.551627  -0.867430  2.773303
H  3.308165  -1.682524  4.946561
H  4.269215  -0.473619  5.620114
H  2.578448  -0.387495  5.966928
H  3.433890  1.899602  5.498569
H  3.704501  2.386756  3.848666
H  2.095732  2.231803  4.412054
H  0.335244  0.508185  0.140098
H  -0.341094  -0.012944  1.473960
H  1.046073  -1.022045  0.870656
H  0.709666  0.936752  4.291747

Cartesian forces (eV/Å) of the 3 atoms listed first:
2.71 -1.86 0.33
2.26 4.21 4.95
-0.95 -1.33 -3.58

Values from the calculation:
HOMO level (spin up / spin down) ... -5.68 / -5.21 eV
Spin multiplicity ... 3
Largest force on an atom ... 6.9 eV/Å
Orbital gap (spin up / spin down) ... 7.70 / 7.04 eV
Energy ... -82204.9315 eV
Energy above the lowest of the compared OMol25 structures with the same formula, charge and spin ... 0.0 kJ/mol
Charge ... -1
<S²> ... 2.01

---

Record 3
A molecular structure, C4H4NO in a non-equilibrium geometry. Source: the Open Molecules 2025 dataset; level of theory: ωB97M-V/def2-TZVPD.

CARTESIAN COORDINATES (ANGSTROEM)
C  1.139795  0.817708  0.224712
C  0.572993  -1.011409  -0.300377
C  0.007894  0.157504  -0.117367
C  -1.455782  0.388138  0.069073
N  2.357611  0.634400  0.173817
O  2.367947  -0.658532  -0.009037
H  0.359161  -1.979474  -0.472486
H  -1.985972  -0.416618  0.515658
H  -1.933067  0.696318  -0.836354
H  -1.430584  1.371964  0.752358

Cartesian forces (eV/Å) of the 3 atoms listed first:
2.07 0.46 0.55
4.60 2.53 0.58
-2.41 -0.63 -0.28

Values from the calculation:
HOMO level (spin up / spin down) ... -16.57 / -16.57 eV
Largest force on an atom ... 5.3 eV/Å
Orbital gap (spin up / spin down) ... 8.16 / 8.16 eV
Energy ... -7734.4091 eV
Energy above the lowest of the compared OMol25 structures with the same formula, charge and spin ... 582.3 kJ/mol
Charge ... +1

---

Record 4
A molecular structure, C22H33AuF2NO2SSi2 in a non-equilibrium geometry. Source: the Open Molecules 2025 dataset; level of theory: ωB97M-V/def2-TZVPD.

CARTESIAN COORDINATES (ANGSTROEM)
Au  -0.039065  0.003552  0.002384
F  -3.161122  3.319854  3.060166
C  -2.173147  3.137382  2.159059
C  -1.838776  1.856050  1.759866
C  -0.814773  1.676787  0.826849
C  -0.104204  2.776227  0.270615
C  -0.493773  4.050480  0.719482
F  0.109191  5.166157  0.262130
C  -1.508902  4.236446  1.647357
C  0.969862  2.524515  -0.717899
C  1.734050  3.520476  -1.331414
C  2.719177  3.174465  -2.249891
C  2.936500  1.826164  -2.553851
C  2.153505  0.890822  -1.919317
N  1.190070  1.197964  -1.020513
H  -2.364737  1.008855  2.164533
H  -1.778489  5.236226  1.966597
H  1.586618  4.569573  -1.116302
H  3.313151  3.947951  -2.726909
H  3.695132  1.524029  -3.265885
H  2.276009  -0.185174  -2.118652
O  1.260764  -0.104326  1.418913
S  1.115088  -0.436517  2.886878
C  2.756204  -0.182483  3.655078
C  2.791171  1.240343  4.177853
C  1.418647  1.473507  4.783745
C  0.424656  1.047740  3.717577
H  3.540413  -0.382395  2.922329
H  2.839573  -0.901528  4.474684
H  2.967106  1.944625  3.357652
H  3.588861  1.376403  4.913339
H  1.272230  2.517936  5.070793
H  1.295624  0.860568  5.684414
H  0.306023  1.825978  2.962820
H  -0.550998  0.803089  4.134863
C  -0.388458  -4.167177  -2.020070
Si  -0.057924  -2.349782  -1.648239
C  1.768284  -1.998769  -1.984095
C  -1.069825  -1.313854  -2.845220
C  -0.367768  -2.022641  0.145876
Si  -2.044740  -1.834486  0.898330
C  -3.215148  -0.731800  -0.063751
C  -2.834521  -3.532402  1.102255
C  -1.833743  -1.091980  2.615879
H  -0.118731  -4.403200  -3.054095
H  -1.446141  -4.407764  -1.880976
H  0.200226  -4.809821  -1.358725
H  2.013520  -2.221745  -3.027535
H  2.404037  -2.615125  -1.340339
H  2.000570  -0.935243  -1.787006
H  -0.672034  -1.419011  -3.863411
H  -1.043343  -0.254244  -2.589558
H  -2.113292  -1.638653  -2.866915
H  0.396423  -2.443818  0.822858
H  -3.565767  -1.223800  -0.974690
H  -2.742186  0.206566  -0.338553
H  -4.098318  -0.497376  0.542303
H  -3.023154  -3.993575  0.129054
H  -3.789577  -3.451898  1.631330
H  -2.181219  -4.195945  1.676601
H  -1.394920  -0.109292  2.549855
H  -1.184681  -1.722119  3.228881
H  -2.803662  -1.005185  3.116754
O  -1.170645  0.110017  -1.240033

Cartesian forces (eV/Å) of the 3 atoms listed first:
2.59 -3.09 5.64
-0.46 0.22 0.45
0.59 -0.46 -0.58

Values from the calculation:
HOMO level (spin up / spin down) ... -1.10 / -3.66 eV
Spin multiplicity ... 3
Largest force on an atom ... 7.8 eV/Å
Orbital gap (spin up / spin down) ... 3.14 / 5.69 eV
Energy ... -64642.7461 eV
Energy above the lowest of the compared OMol25 structures with the same formula, charge and spin ... 1053.5 kJ/mol
Charge ... -1
<S²> ... 2.04

---

Record 5
A gas-phase ion, C7H14N3S (charge +1) in a non-equilibrium geometry. Source: the Open Molecules 2025 dataset; level of theory: ωB97M-V/def2-TZVPD.

CARTESIAN COORDINATES (ANGSTROEM)
C  2.211189  -2.878270  0.398196
C  -3.435208  0.318348  -1.755329
C  1.960142  -1.661714  -0.174367
C  -0.728631  0.593959  -0.296129
C  -3.214174  0.092870  -0.470632
C  2.539600  -0.341290  0.443318
C  1.647933  0.822547  0.085395
N  2.224248  2.038991  0.668700
N  -1.948564  0.409882  0.112318
N  0.318483  0.558484  0.483832
S  -4.408104  -0.195370  0.904928
H  1.821844  -3.872799  -0.034952
H  2.821722  -3.019657  1.226670
H  -4.464033  0.172534  -2.166777
H  -2.778784  0.761986  -2.520750
H  1.266579  -1.545389  -1.041125
H  -0.588159  0.944820  -1.245658
H  3.581058  -0.192164  0.057909
H  2.289407  -0.551589  1.559282
H  1.698105  0.947242  -1.036648
H  1.818578  2.815399  0.346543
H  2.343284  2.086988  1.620899
H  -1.957937  0.583631  1.185031
H  0.124179  0.476511  1.499058
H  -5.142758  0.634062  0.150277

Cartesian forces (eV/Å) of the 3 atoms listed first:
-2.11 0.24 -3.40
-1.81 -0.03 -1.04
0.30 -1.11 0.98

Values from the calculation:
Structure (SMILES) ... C=CC[C@H](N)/[NH+]=C/NC(=C)S
HOMO level ... -12.87 eV
Largest force on an atom ... 4.6 eV/Å
Orbital gap ... 8.85 eV
Energy ... -22782.2189 eV
Energy above the lowest of the compared OMol25 structures with the same formula, charge and spin ... 291.9 kJ/mol
Charge ... +1

---

Record 6
2 unconnected molecules or ions with the total composition C2H8N2O in a non-equilibrium geometry. Source: the Open Molecules 2025 dataset; level of theory: ωB97M-V/def2-TZVPD.

CARTESIAN COORDINATES (ANGSTROEM)
C  -1.081293  1.099906  2.200200
N  -0.143486  1.136680  1.232543
H  -1.203974  1.720092  3.100940
H  -1.834179  0.401487  2.135604
H  -0.329042  0.681668  0.182366
H  0.330938  2.023162  1.063536
N  1.361722  -1.403036  -0.893482
C  0.007404  -1.056102  -1.407234
O  -0.232800  0.223892  -1.125839
H  2.098846  -0.842773  -1.356498
H  1.466858  -1.083851  0.086141
H  -0.186226  -1.273030  -2.498704
H  -0.565146  -1.816222  -0.837887

Cartesian forces (eV/Å) of the 3 atoms listed first:
3.63 1.35 -2.23
-4.16 1.07 1.64
0.89 0.33 -0.68

Values from the calculation:
HOMO level (spin up / spin down) ... -15.27 / -14.89 eV
Spin multiplicity ... 2
Largest force on an atom ... 4.6 eV/Å
Orbital gap (spin up / spin down) ... 9.74 / 7.74 eV
Energy ... -7220.8200 eV
Energy above the lowest of the compared OMol25 structures with the same formula, charge and spin ... 292.1 kJ/mol
Charge ... +1
<S²> ... 0.76

---

energy of number 4 (C22H33AuF2NO2SSi2)?
-64642.7461 eV

---

Which of these has the highest largest force on an atom?
C24H55N6O2P3

---

The highest energy belongs to which entry?
C2H8N2O